[1]
Entry from the OMol25 dataset: the molecule C2H6N2O at a distorted geometry (ωB97M-V with the def2-TZVPD basis set).

Summary:
Multiplicity: 1
Frontier orbital gap: 10.26 eV
Structure (SMILES): N/N=C\CO
Maximum force: 5.7 eV/Å

Last column: Löwdin charge in e.
Positions of all 11 atoms, in Å:
1 N -0.35794 1.44003 0.61748  -0.002
2 N 0.78728 0.51200 1.23167  0.017
3 C 1.02182 -0.56640 0.44220  -0.154
4 C 0.02027 -1.00624 -0.60850  -0.184
5 O -0.23050 0.03649 -1.68281  -0.098
6 H -1.16286 0.86174 0.34910  0.045
7 H -0.63610 2.11069 1.27475  0.031
8 H 1.73461 -1.26279 0.99986  0.118
9 H 0.34338 -1.90463 -1.19682  0.124
10 H -0.97578 -1.05252 -0.04124  0.124
11 H -0.54418 0.83164 -1.38568  -0.021

[2]
Entry from the OMol25 dataset: C31H32MoN7S as an isolated structure (ωB97M-V with the def2-TZVPD basis set).

Summary:
Multiplicity: 3
Frontier orbital gap (alpha / beta): 5.35 / 6.04 eV
Net charge: +3
Maximum force: 0.7 eV/Å

Last column: Löwdin charge in e.
Positions of all 72 atoms, in Å:
1 Mo -0.15646 -0.65817 0.15081  1.692
2 N -3.61238 0.38696 -2.18684  0.235
3 C -2.91734 -0.38944 -3.29984  -0.229
4 C -1.66967 0.34498 -3.80018  -0.077
5 C -0.34483 -0.01505 -3.12842  -0.303
6 N -0.21454 0.60205 -1.75896  -0.010
7 C -0.15319 -1.53419 -3.10349  -0.098
8 C -1.29317 -2.31301 -2.45186  -0.295
9 N -1.13289 -2.32716 -0.95331  -0.015
10 C -2.68814 -1.86173 -2.92409  -0.059
11 H -3.77579 1.35680 -2.47150  0.181
12 H -3.11309 0.39291 -1.27719  0.097
13 H -4.53315 -0.01500 -1.99411  0.176
14 H -3.65531 -0.36565 -4.10019  0.164
15 H -1.82941 1.42792 -3.78655  0.139
16 H -1.56664 0.09269 -4.85709  0.152
17 H 0.44239 0.40912 -3.75175  0.159
18 H -0.92295 1.32341 -1.63721  0.093
19 H 0.64997 1.13575 -1.71573  0.089
20 H 0.79759 -1.79934 -2.63352  0.116
21 H -0.06936 -1.86484 -4.14101  0.150
22 H -1.20197 -3.35496 -2.75987  0.159
23 H -0.46499 -3.07303 -0.73166  0.125
24 H -1.99441 -2.65115 -0.51346  0.102
25 H -3.45997 -2.20821 -2.22937  0.131
26 H -2.88039 -2.42358 -3.83949  0.148
27 S -3.59208 1.96986 1.73061  1.149
28 C -4.29553 0.47714 1.29006  -0.366
29 C -3.37996 -0.39934 0.76955  -0.283
30 C -2.04340 0.13124 0.74032  -0.377
31 C -2.04650 1.41677 1.24536  -0.523
32 C -0.76792 2.09041 1.46100  -0.272
33 C -0.61920 3.35335 2.00834  0.019
34 C 0.65620 3.85970 2.21139  0.017
35 C 1.74659 3.07586 1.85839  -0.002
36 C 1.52746 1.82998 1.30662  -0.083
37 N 0.29823 1.32941 1.09946  -0.019
38 H -5.35398 0.31978 1.44120  0.093
39 H -3.65916 -1.40453 0.47260  0.098
40 H -1.49509 3.92619 2.28248  0.125
41 H 0.79744 4.84233 2.64090  0.138
42 H 2.76037 3.41668 2.01179  0.131
43 H 2.36652 1.20588 1.02867  0.104
44 N 7.11454 -4.78005 6.40616  0.211
45 C 6.30344 -4.34414 5.72101  -0.154
46 C 5.28869 -3.79972 4.86444  -0.192
47 C 4.27189 -4.62589 4.38814  0.016
48 C 3.29014 -4.10058 3.56971  -0.010
49 C 3.32505 -2.75074 3.20526  -0.189
50 C 4.36252 -1.93590 3.66752  -0.012
51 C 5.33124 -2.45328 4.50805  0.014
52 C 2.27756 -2.20106 2.32122  -0.018
53 C 0.95516 -2.33177 2.66331  -0.219
54 C 0.44114 -2.89085 3.86869  0.049
55 C -0.92748 -2.83162 3.80438  -0.003
56 C -1.22983 -2.20716 2.58893  -0.102
57 N -0.13168 -1.88790 1.88109  -0.091
58 C 2.70386 -1.56426 1.11378  -0.228
59 C 3.98033 -1.55465 0.59556  0.050
60 C 3.94523 -0.86317 -0.63711  -0.009
61 C 2.65688 -0.47558 -0.82753  -0.157
62 N 1.82768 -0.92763 0.21445  -0.168
63 H 4.25996 -5.67245 4.65912  0.137
64 H 2.51299 -4.74522 3.18078  0.130
65 H 4.39329 -0.88785 3.39931  0.126
66 H 6.12119 -1.82219 4.89069  0.136
67 H 1.03698 -3.27481 4.67962  0.135
68 H -1.63909 -3.16919 4.53935  0.126
69 H -2.21523 -1.96188 2.23066  0.093
70 H 4.83861 -2.03205 1.04083  0.139
71 H 4.77307 -0.68326 -1.30336  0.129
72 H 2.28045 0.07256 -1.66991  0.091

[3]
Entry from the OMol25 dataset: C8H23CdClNO4 as an isolated structure at a distorted geometry (ωB97M-V with the def2-TZVPD basis set).

Summary:
Multiplicity: 1
Frontier orbital gap: 6.07 eV
Net charge: +1
Maximum force: 1.4 eV/Å

Last column: Löwdin charge in e.
Positions of all 38 atoms, in Å:
1 Cd -1.30934 -0.12067 1.56187  1.266
2 Cl -1.42715 -1.83432 -0.09549  -0.081
3 C -0.01989 4.94801 -1.44344  -0.063
4 O -0.14703 3.80775 -0.60270  -0.204
5 C 0.70699 3.81322 0.50472  -0.242
6 C 0.19997 2.72534 1.41970  -0.172
7 N 0.02630 1.43930 0.66097  -0.146
8 C 1.32420 0.72627 0.39047  -0.173
9 C 1.86003 0.01693 1.60492  -0.195
10 O 0.80368 -0.78588 2.13887  -0.369
11 C 1.23100 -1.64777 3.19143  -0.061
12 H -0.52353 5.80706 -0.99538  0.098
13 H -0.47097 4.69269 -2.39688  0.096
14 H 1.03168 5.20385 -1.60205  0.097
15 H 0.70710 4.76506 1.05356  0.141
16 H 1.75522 3.64135 0.21150  0.131
17 H -0.78401 3.04076 1.77119  0.119
18 H 0.86701 2.59317 2.26994  0.122
19 H -0.26876 1.74070 -0.27255  0.110
20 H 2.04303 1.36352 -0.12082  0.137
21 H 1.07368 -0.04894 -0.34542  0.101
22 H 2.18877 0.72598 2.38029  0.131
23 H 2.72580 -0.59315 1.34795  0.145
24 H 0.43578 -2.35949 3.39572  0.097
25 H 1.46866 -1.07411 4.09123  0.102
26 H 2.11881 -2.20160 2.88259  0.106
27 C -4.57635 -3.79195 -1.53967  -0.153
28 O -3.29874 -3.71890 -2.18324  -0.152
29 H -4.56999 -3.26502 -0.58175  0.065
30 H -5.32897 -3.33618 -2.18008  0.074
31 H -4.81991 -4.83571 -1.34962  0.075
32 H -2.70546 -3.20226 -1.63321  -0.059
33 C 1.36045 -3.19140 -2.58130  -0.146
34 O 1.60584 -2.68186 -1.26989  -0.168
35 H 0.88210 -2.45039 -3.22889  0.078
36 H 2.32716 -3.44581 -3.00543  0.079
37 H 0.73127 -4.08395 -2.55895  0.081
38 H 0.77558 -2.38162 -0.89014  -0.066

[4]
Entry from the OMol25 dataset: an isolated ion of composition H4N2O4PS and charge -1 at a distorted geometry (ωB97M-V with the def2-TZVPD basis set).

Summary:
Multiplicity: 1
Frontier orbital gap: 9.03 eV
Net charge: -1
Structure (SMILES): N=[S@@](=O)([O-])OP(N)O
Maximum force: 4.4 eV/Å

Last column: Löwdin charge in e.
Positions of all 12 atoms, in Å:
1 N 3.01472 -0.29388 -0.63626  -0.217
2 S 1.50084 -0.06559 -0.06312  0.588
3 O 1.19186 -1.13820 0.91398  -0.404
4 O 1.24193 1.35047 0.27179  -0.422
5 O -0.10300 -0.14615 -0.98313  -0.616
6 P -1.69892 -0.62672 -0.61867  0.708
7 N -2.34223 0.75571 0.13504  -0.207
8 O -1.30013 -1.57906 0.71188  -0.397
9 H 3.31569 0.61321 -0.90851  -0.060
10 H -2.63339 1.33511 -0.64543  -0.007
11 H -1.86997 1.33346 0.83900  0.043
12 H -0.31741 -1.53836 0.98344  -0.009

[5]
Entry from the OMol25 dataset: C15H22N5O4S2Ti as an isolated structure at a distorted geometry (ωB97M-V with the def2-TZVPD basis set).

Summary:
Multiplicity: 2
Frontier orbital gap (alpha / beta): 7.44 / 7.66 eV
Maximum force: 1.1 eV/Å

Last column: Löwdin charge in e.
Positions of all 49 atoms, in Å:
1 Ti -0.00146 0.73565 -0.44591  0.821
2 S 0.40859 0.73393 2.27748  0.622
3 C 1.99084 0.52335 1.66758  -0.810
4 C 3.18259 0.48526 2.42801  -0.099
5 C 4.38720 0.31729 1.79772  -0.081
6 C 4.43608 0.17890 0.40202  -0.082
7 C 3.24862 0.22462 -0.28552  -0.147
8 N 2.06366 0.39440 0.32399  -0.106
9 H 3.11043 0.59688 3.50088  0.099
10 H 5.30213 0.29233 2.37742  0.104
11 H 5.36899 0.04279 -0.12536  0.096
12 H 3.20849 0.12745 -1.36359  0.105
13 O 0.13477 0.31946 -4.20691  0.103
14 N 0.08568 0.59492 -3.04101  -0.528
15 O -0.88954 1.15722 -2.47959  -0.051
16 O 1.04109 0.31389 -2.22787  -0.138
17 S -0.11532 5.27333 -0.00749  1.064
18 C 1.52017 4.80152 0.13976  -0.371
19 C 1.63699 3.47290 -0.08538  -0.201
20 N 0.45300 2.83409 -0.37872  -0.105
21 C -0.54459 3.67863 -0.37554  -0.444
22 H 2.29893 5.50201 0.38624  0.072
23 H 2.55067 2.90138 -0.05012  0.112
24 H -1.56145 3.37927 -0.57503  0.074
25 C -3.44305 -0.42039 -0.95187  -0.031
26 C -3.06290 0.54522 0.16513  -0.685
27 C -3.87166 1.83310 0.04891  -0.037
28 C -3.26782 -0.09911 1.53165  -0.035
29 O -1.69916 0.87796 0.04645  -0.369
30 H -4.50350 -0.67599 -0.89313  0.087
31 H -2.86185 -1.34029 -0.86686  0.068
32 H -3.24075 0.02555 -1.92606  0.081
33 H -4.94041 1.63630 0.15263  0.086
34 H -3.70499 2.29357 -0.92760  0.084
35 H -3.57496 2.53432 0.83155  0.086
36 H -4.31850 -0.35208 1.69142  0.085
37 H -2.94425 0.58164 2.31988  0.082
38 H -2.66901 -1.00793 1.60895  0.080
39 C -0.41857 -4.76770 -1.01107  -0.029
40 N 0.26111 -3.86123 -0.09294  -0.189
41 C 1.46088 -4.33394 0.59031  -0.025
42 C 0.08665 -2.56463 -0.23142  -0.189
43 N -0.09362 -1.43133 -0.33296  0.181
44 H -0.72550 -5.66024 -0.46679  0.091
45 H 0.23752 -5.05635 -1.83598  0.094
46 H -1.30244 -4.27846 -1.41152  0.095
47 H 1.20670 -5.20036 1.20015  0.091
48 H 1.83871 -3.54597 1.23694  0.097
49 H 2.23480 -4.61313 -0.12884  0.094